No. 1
{
  "formula": "C22H22CoI2N6O3S",
  "method": "ωB97M-V/def2-TZVPD",
  "largest_force_ev_per_a": 0.8,
  "s2": 0.755,
  "de_lowest_kj_mol": 0.0,
  "spin_multiplicity": 2,
  "lumo_ev": [0.382, 0.381],
  "total_charge": 0,
  "species": ["Co", "I", "C", "C", "C", "I", "C", "O", "C", "C", "N", "C", "C", "C", "C", "C", "C", "N", "C", "H", "H", "H", "H", "H", "H", "H", "H", "H", "H", "H", "O", "N", "C", "C", "C", "C", "C", "S", "H", "H", "H", "H", "C", "N", "C", "C", "O", "N", "C", "N", "H", "H", "H", "H", "H", "H", "H"],
  "coordinates": [[-0.3760, 0.1667, -0.2273], [4.3574, 0.4172, 5.7453], [2.7991, 0.2739, 4.3621], [1.5625, -0.2063, 4.7550], [0.5533, -0.2969, 3.8223], [-1.3045, -1.0056, 4.4710], [0.6877, 0.0835, 2.4638], [-0.3259, -0.0476, 1.6726], [1.9814, 0.5751, 2.1001], [2.3049, 1.1275, 0.7301], [1.7177, 0.3796, -0.3749], [1.9901, 0.9526, -1.6931], [0.9169, 0.5795, -2.6887], [1.1162, 0.6638, -4.0549], [0.0616, 0.3718, -4.9095], [-1.1672, -0.0039, -4.3713], [-1.2939, -0.0724, -3.0020], [-0.2723, 0.2167, -2.1826], [2.9928, 0.6533, 3.0447], [1.3854, -0.5086, 5.7764], [3.3974, 1.1726, 0.6258], [1.9330, 2.1564, 0.6548], [2.0273, -0.5914, -0.3755], [2.9753, 0.6685, -2.0779], [1.9803, 2.0441, -1.5993], [2.0844, 0.9501, -4.4361], [0.1953, 0.4330, -5.9791], [-2.0100, -0.2394, -5.0026], [-2.2145, -0.3515, -2.5108], [3.9592, 1.0267, 2.7367], [-2.4924, 0.1771, -0.2606], [-3.1028, 1.3530, -0.0640], [-4.4614, 1.3134, 0.0456], [-5.1997, 2.4418, 0.2350], [-4.5227, 3.6721, 0.3166], [-3.1512, 3.6951, 0.2026], [-2.4001, 2.5257, 0.0075], [-0.7057, 2.5524, -0.1249], [-4.8737, 0.3191, -0.0346], [-6.2715, 2.3676, 0.3192], [-5.0696, 4.5899, 0.4678], [-2.5943, 4.6175, 0.2628], [-1.3103, -4.9201, 1.6091], [-0.6886, -3.9140, 0.7923], [0.5694, -4.0820, 0.1100], [0.7196, -2.7272, -0.5842], [1.6922, -2.3921, -1.2427], [-0.3593, -1.9574, -0.2757], [-1.1568, -2.6778, 0.5276], [-2.3282, -2.2218, 0.9619], [-1.2008, -5.8945, 1.1296], [-2.3748, -4.7124, 1.7032], [-0.8637, -4.9612, 2.6064], [0.5350, -4.8944, -0.6235], [1.4056, -4.2520, 0.7957], [-2.5074, -1.2478, 0.7185], [-2.6440, -2.5254, 1.8678]],
  "mulliken_spin": [0.9209, 0.0001, 0.0003, -0.0013, 0.0015, 0.0000, -0.0027, -0.0309, -0.0025, 0.0046, 0.0526, -0.0014, -0.0040, -0.0022, -0.0009, -0.0010, -0.0057, -0.0258, 0.0021, 0.0000, 0.0007, -0.0007, -0.0033, 0.0014, -0.0004, 0.0002, -0.0002, 0.0000, 0.0004, -0.0003, 0.0283, -0.0033, 0.0000, 0.0008, -0.0004, -0.0023, -0.0039, 0.0511, 0.0009, -0.0002, -0.0001, -0.0010, 0.0001, 0.0010, -0.0001, 0.0002, 0.0006, 0.0255, 0.0030, 0.0007, 0.0000, 0.0000, 0.0001, 0.0001, 0.0002, -0.0027, -0.0003]
}

=====

No. 2
{
  "formula": "C5H7F",
  "method": "ωB97M-V/def2-TZVPD",
  "largest_force_ev_per_a": 5.6,
  "smiles": "C=C/C=C\\CF",
  "de_lowest_kj_mol": 269.5,
  "lumo_ev": 0.196,
  "total_charge": 0,
  "species": ["C", "C", "C", "C", "C", "H", "H", "H", "H", "H", "H", "H", "F"],
  "coordinates": [[-1.5115, -0.2091, 0.4103], [-0.6084, 0.8345, 0.0577], [0.7290, 0.9100, -0.0021], [1.5331, -0.3229, 0.2402], [2.9278, -0.4640, -0.1726], [-1.7060, -0.4168, 1.5438], [-1.0922, -1.1535, 0.0432], [-0.9186, 1.8952, -0.0054], [1.2374, 1.7326, -0.3664], [0.9624, -1.0794, 0.7249], [3.4452, -1.5165, -0.3933], [3.5965, 0.2657, -0.6522], [-2.6606, -0.4687, -0.4550]],
  "lowdin_charge": [-0.1869, -0.1273, -0.1157, -0.1302, 0.0182, 0.1621, 0.1110, 0.1182, 0.0812, 0.0650, 0.0797, 0.0331, -0.1084]
}

=====

No. 3
{
  "formula": "C21H35NOP2PdS",
  "method": "ωB97M-V/def2-TZVPD",
  "largest_force_ev_per_a": 4.0,
  "s2": 6.020,
  "de_lowest_kj_mol": 144.6,
  "spin_multiplicity": 5,
  "lumo_ev": [0.214, -0.070],
  "total_charge": 0,
  "species": ["Pd", "P", "P", "N", "H", "C", "H", "H", "H", "C", "H", "H", "H", "C", "H", "H", "H", "C", "H", "H", "H", "C", "H", "H", "H", "C", "H", "H", "H", "C", "C", "C", "C", "C", "C", "H", "H", "H", "H", "H", "C", "O", "C", "H", "H", "H", "C", "H", "H", "H", "S", "C", "C", "C", "C", "C", "C", "H", "H", "H", "H", "H"],
  "coordinates": [[0.9028, -2.1112, -0.7642], [-1.1081, -3.3783, -2.2390], [1.5480, 2.3911, 0.5123], [0.2940, -2.5490, -2.5605], [-1.5883, 1.7917, 1.4463], [-2.5136, -2.3164, -1.9391], [-3.4320, -2.8220, -2.2763], [-2.4193, -1.3719, -2.4916], [-2.6336, -2.0864, -0.8731], [-0.7447, -4.3645, -0.7965], [-1.6636, -4.6494, -0.2821], [-0.0945, -3.8048, -0.0847], [-0.2035, -5.2660, -1.1073], [-1.3320, -4.3592, -3.7036], [-2.0909, -5.1309, -3.5297], [-0.3825, -4.8382, -3.9721], [-1.6462, -3.7231, -4.5399], [1.6627, 4.1657, 0.6549], [2.6506, 4.4643, 0.2704], [1.5556, 4.4854, 1.7041], [0.8742, 4.6327, 0.0440], [2.8226, 1.4917, 1.3828], [2.9815, 1.9033, 2.3903], [3.7370, 1.6293, 0.7855], [2.5778, 0.4186, 1.4522], [1.2376, 1.7414, -1.1225], [2.1174, 1.9736, -1.7456], [0.3455, 2.2119, -1.5627], [1.0982, 0.6450, -1.1051], [0.6765, -1.6773, -3.5716], [0.1557, -0.3445, -5.5249], [-0.2751, -1.1792, -4.4995], [2.0309, -1.2969, -3.6750], [2.4591, -0.5130, -4.7498], [1.5144, -0.0358, -5.6735], [-0.5913, 0.0659, -6.2122], [-1.3396, -1.4246, -4.4054], [2.7352, -1.6246, -2.9054], [3.5112, -0.2656, -4.8713], [1.8401, 0.6000, -6.5049], [-0.3158, -0.7897, 1.8726], [0.6439, -1.1088, 1.0964], [-1.7602, -0.8937, 1.5051], [-2.3569, -0.3260, 2.2347], [-2.0908, -1.9509, 1.5359], [-1.9523, -0.4822, 0.5032], [0.0149, -0.6836, 3.3393], [-0.7352, -0.1037, 3.8780], [0.9957, -0.2112, 3.4741], [0.0435, -1.6728, 3.8280], [-0.2288, 1.8554, 1.7825], [-0.5376, 2.6676, 3.3506], [-1.8786, 2.6558, 3.7766], [-2.1467, 2.8439, 5.1342], [-1.0878, 3.1298, 6.0122], [0.2232, 3.2765, 5.5402], [0.5087, 3.0682, 4.1865], [-2.6709, 2.4835, 3.0423], [-3.1794, 2.7798, 5.4953], [-1.2886, 3.2466, 7.0777], [1.0280, 3.5428, 6.2249], [1.5016, 3.1939, 3.7564]],
  "mulliken_spin": [0.8661, -0.0054, 0.5872, 0.1553, 0.2435, 0.3016, -0.0142, -0.0526, -0.0959, 0.0758, -0.0064, -0.0214, -0.0007, 0.0042, 0.0095, 0.0037, -0.0323, -0.0090, 0.0206, 0.0071, 0.0018, 0.0690, -0.0151, 0.0247, -0.0179, -0.0083, 0.0436, 0.0093, 0.0262, -0.1372, 0.1734, 0.3379, 0.1597, 0.3156, -0.1291, 0.0274, 0.0573, -0.0279, 0.0556, -0.0032, 0.3862, 0.0563, -0.0738, -0.0060, 0.0073, 0.0543, 0.0277, -0.0033, -0.0008, 0.0061, 0.4727, -0.0128, -0.0052, 0.0118, 0.0257, -0.0162, 0.0741, -0.0113, 0.0010, 0.0017, 0.0002, 0.0048]
}

=====

No. 4
{
  "formula": "C21H25N6O3SV",
  "method": "ωB97M-V/def2-TZVPD",
  "largest_force_ev_per_a": 1.4,
  "de_lowest_kj_mol": 0.0,
  "lumo_ev": -15.103,
  "total_charge": 4,
  "species": ["V", "C", "C", "N", "N", "C", "N", "S", "C", "C", "C", "C", "C", "N", "H", "H", "H", "H", "H", "H", "H", "H", "H", "H", "C", "N", "N", "C", "O", "C", "C", "C", "C", "C", "C", "C", "C", "C", "H", "H", "H", "H", "H", "H", "H", "H", "H", "H", "H", "H", "C", "C", "O", "O", "H", "H", "H"],
  "coordinates": [[0.5277, 0.1284, 1.4240], [-3.1806, -1.5518, 3.1648], [-1.8241, -1.2338, 2.6490], [-1.3904, -0.0550, 2.3119], [-2.2227, 1.0249, 2.5416], [-1.7532, 2.2380, 2.2488], [-2.4272, 3.3208, 2.5324], [-0.2195, 2.3501, 1.4568], [-0.7933, -2.2730, 2.5247], [-0.9219, -3.5663, 2.9673], [0.1870, -4.4176, 2.8871], [1.3711, -3.9400, 2.3554], [1.4297, -2.6245, 1.9169], [0.3691, -1.8110, 2.0026], [-3.9467, -0.8469, 2.8475], [-3.1596, -1.5931, 4.2608], [-3.4859, -2.5352, 2.8081], [-3.0619, 0.8834, 3.0918], [-3.3288, 3.3049, 2.9980], [-2.0545, 4.2385, 2.3167], [-1.8541, -3.9212, 3.3857], [0.1157, -5.4368, 3.2477], [2.2503, -4.5671, 2.2833], [2.3427, -2.2197, 1.4918], [0.4392, 0.2596, -4.9666], [0.5189, -0.3856, -3.6349], [0.2665, 0.2825, -2.4803], [0.3785, -0.6247, -1.5004], [0.2441, -0.2089, -0.2064], [0.6901, -1.8663, -1.9905], [0.7817, -1.6744, -3.3795], [1.0815, -2.6498, -4.4630], [-0.0786, 1.6900, -2.4048], [-1.4032, 2.0288, -2.1732], [-1.7412, 3.3759, -2.1580], [-0.7630, 4.3413, -2.3750], [0.5587, 3.9736, -2.6037], [0.9146, 2.6312, -2.6223], [-0.0782, 1.2072, -4.8624], [-0.1269, -0.4019, -5.6167], [1.4473, 0.4111, -5.3459], [0.8455, -2.7862, -1.4546], [1.4899, -3.5642, -4.0402], [1.8025, -2.2418, -5.1713], [0.1675, -2.9017, -5.0060], [-2.1626, 1.2611, -2.0784], [-2.7748, 3.6696, -2.0285], [-1.0367, 5.3883, -2.3941], [1.3101, 4.7296, -2.7881], [1.9376, 2.3304, -2.8154], [3.8083, 1.0746, 2.9599], [2.4792, 0.8241, 2.4266], [2.1497, 1.0200, 1.1567], [1.4711, 0.3754, 3.0724], [3.9262, 2.1669, 3.0249], [4.5681, 0.7286, 2.2549], [3.9192, 0.6397, 3.9501]],
  "lowdin_charge": [0.9883, 0.0529, -0.1538, 0.0098, 0.0697, -0.6329, 0.2226, 1.0218, -0.1671, 0.0859, 0.0719, 0.0483, -0.0279, 0.0028, 0.1057, 0.1478, 0.1194, 0.1761, 0.1698, 0.1560, 0.1476, 0.1559, 0.1505, 0.1504, 0.0991, 0.0183, 0.0855, -0.2386, -0.1064, 0.1290, -0.1769, 0.0401, -0.2279, -0.0195, -0.0432, -0.0219, -0.0188, 0.0003, 0.1076, 0.1216, 0.1275, 0.1411, 0.1078, 0.1122, 0.1209, 0.1310, 0.1257, 0.1321, 0.1331, 0.1368, 0.1032, -0.5000, -0.0883, -0.0278, 0.1538, 0.1389, 0.1323]
}

=====

No. 5
{
  "formula": "C5H12O",
  "method": "ωB97M-V/def2-TZVPD",
  "largest_force_ev_per_a": 0.3,
  "de_lowest_kj_mol": 364.7,
  "lumo_ev": 0.805,
  "total_charge": 0,
  "species": ["C", "C", "C", "C", "C", "O", "H", "H", "H", "H", "H", "H", "H", "H", "H", "H", "H", "H"],
  "coordinates": [[-1.3845, 1.2644, -0.3860], [-0.5838, 0.1650, 0.3016], [-1.1889, -1.2156, 0.0127], [0.8562, 0.1430, -0.2105], [1.8287, -0.7368, 0.5451], [1.0441, 0.2574, -1.5189], [-0.9555, 2.2540, -0.1828], [-1.3769, 1.1065, -1.4684], [-2.4202, 1.2664, -0.0310], [-0.5632, 0.3335, 1.3868], [-0.7041, -2.0085, 0.5922], [-2.2532, -1.2164, 0.2687], [-1.0892, -1.4521, -1.0521], [1.2823, 1.4678, 0.3033], [2.8543, -0.4795, 0.2741], [1.6421, -1.7614, 0.2023], [1.6935, -0.6827, 1.6297], [1.3184, 1.2948, -0.6669]],
  "lowdin_charge": [-0.0741, -0.3898, -0.0597, -0.6010, -0.0277, -0.1269, 0.0788, 0.0859, 0.0808, 0.1390, 0.0757, 0.0817, 0.0925, 0.1864, 0.0903, 0.0949, 0.0897, 0.1835]
}